The following is a quantum chemistry calculation of a single C7H6BrFO2S molecule, from OMol25.

Values from the calculation:
gap between HOMO and LUMO	0.3731	Eh
SMILES string	O=S(=O)(c1ccccc1)[C@@H](F)Br
HOMO level	-10.35	eV

The geometry in ORCA input format:
```
! RIJCOSX wB97M-V def2-TZVPD def2/J DEFGRID3
* xyz 0 1
C -0.9397 -2.0631 1.2221
C 1.2110 0.0894 0.2787
S -0.6106 -1.6398 -0.6129
O -1.8620 -1.7056 -1.2767
C 0.0438 2.2659 -1.0235
C 1.1221 2.4709 -0.2148
H -1.2678 0.7288 -1.9782
C 0.0659 -0.0304 -0.4771
H 1.4095 3.4729 -0.0513
H -0.6833 2.9890 -1.1935
H -0.1689 -2.3572 1.8706
H 2.4280 1.5157 1.2570
H 1.5500 -0.8101 0.8489
C -0.5327 0.9887 -1.2258
Br -2.2136 -3.5699 1.2723
O 0.2430 -2.7417 -0.9927
C 1.7395 1.3647 0.4202
F -1.5341 -0.9682 1.8768
*
```

=====

The following is a quantum chemistry calculation of a 2-piece molecular cluster, C2H4N4O2S2 overall, from OMol25.

Values from the calculation:
gap between HOMO and LUMO (spin up / spin down)	0.2559 / 0.2778	Eh
HOMO level (spin up / spin down)	-9.16 / -8.99	eV

The geometry in ORCA input format:
```
! RIJCOSX wB97M-V def2-TZVPD def2/J DEFGRID3
* xyz 0 1
N 0.8330 1.3961 -1.2629
H -2.7010 -2.0689 0.9025
N 2.0417 -0.8391 1.3054
H 1.2827 1.5067 -2.1777
C 1.1366 -0.1617 0.6045
S 3.3078 0.6140 -0.2065
S -1.6412 -0.2932 -0.1468
O -2.1573 1.0070 -0.4809
C 1.5192 0.6646 -0.3905
H -2.6383 -0.6094 2.0841
H -0.1015 1.6269 -1.1385
N 3.2278 -0.4998 0.9929
N -2.5820 -1.0384 1.1368
O -1.5275 -1.3050 -1.2224
*
```

=====

Calculated total energy (eV)
-95044.120 -33859.254
Energy relative to the best compared isomer or geometry (same formula, charge and spin) (eV)
0.000 4.579